{
  "formula": "C5H15NO2",
  "method": "ωB97M-V/def2-TZVPD",
  "symbols": ["C", "N", "C", "C", "C", "C", "H", "H", "H", "H", "H", "H", "H", "H", "H", "H", "H", "H", "H", "O", "H", "H", "O"],
  "xyz": [[1.07435, 1.00070, 1.37818], [-0.24718, 0.78529, 0.65211], [-0.02023, 0.65638, -0.74975], [-0.26559, -0.63798, -1.21129], [0.26092, -1.25528, -2.43946], [0.86460, 1.64140, -1.51185], [1.83503, 0.50204, 0.76346], [1.28170, 2.02762, 1.66541], [1.06008, 0.47286, 2.33967], [-0.80156, 1.62931, 0.83344], [-0.77649, -1.31375, -0.52213], [0.79483, -0.52720, -3.08783], [0.85433, -2.14685, -2.16240], [-0.59542, -1.59080, -3.02221], [0.24338, 2.13029, -2.27211], [1.60874, 1.10335, -2.09064], [1.37607, 2.39714, -0.90054], [-2.16119, -0.51666, 2.94363], [-2.24802, -0.05564, 1.47782], [-2.71473, -0.54796, 2.16160], [-0.04638, -1.43194, 1.50013], [-1.17236, -2.15831, 2.14898], [-0.20489, -2.16400, 2.10578]],
  "nbo_charge": [-0.433, -0.693, 0.428, 0.107, -0.714, -0.728, 0.210, 0.228, 0.253, 0.424, 0.242, 0.244, 0.301, 0.302, 0.292, 0.265, 0.270, 0.478, 0.462, -0.934, 0.441, 0.484, -0.928],
  "charge": 1,
  "orbital_gap_ha": [0.360, 0.224],
  "fmax_ev_per_a": 2.5,
  "s2": 0.753,
  "homo_energy_ev": [-14.58, -14.58],
  "spin_multiplicity": 2,
  "lumo_energy_ev": [-4.7811, -8.4685]
}